# C35H25IN3PSSeY

A molecular structure, C35H25IN3PSSeY in a non-equilibrium geometry (ωB97M-V/def2-TZVPD, the OMol25 dataset).

XYZ file:
```
68
Properties=species:S:1:pos:R:3
Y -0.55 0.62 -0.80
C 2.55 -3.42 4.44
C 1.73 -2.34 4.70
C 1.31 -1.52 3.67
C 1.72 -1.78 2.36
C 2.54 -2.88 2.10
C 2.95 -3.69 3.14
P 1.17 -0.62 1.07
C 1.64 -1.50 -0.47
C 2.73 -1.19 -1.27
C 2.98 -1.94 -2.41
C 2.14 -2.99 -2.76
C 1.05 -3.30 -1.96
C 0.79 -2.56 -0.83
C 2.33 0.78 1.24
C 3.50 0.63 1.96
C 4.33 1.72 2.24
C 3.97 2.97 1.82
C 2.79 3.17 1.06
C 2.45 4.46 0.60
C 1.34 4.65 -0.17
C 0.53 3.55 -0.51
C 0.78 2.26 -0.08
C 1.95 2.07 0.73
H 2.88 -4.06 5.25
H 1.41 -2.13 5.72
H 0.66 -0.67 3.86
H 2.86 -3.09 1.09
H 3.60 -4.54 2.94
H 3.38 -0.36 -1.01
H 3.82 -1.69 -3.04
H 2.34 -3.57 -3.65
H 0.39 -4.12 -2.23
H -0.05 -2.80 -0.18
H 3.78 -0.35 2.33
H 5.24 1.57 2.81
H 4.58 3.83 2.06
H 3.10 5.29 0.86
H 1.08 5.64 -0.54
H -0.32 3.76 -1.16
S -4.27 -0.31 2.46
C -2.97 0.51 1.72
N -2.50 -0.02 0.63
C -3.20 -1.17 0.30
C -2.97 -1.98 -0.82
C -3.76 -3.10 -0.99
C -4.77 -3.43 -0.08
C -5.01 -2.63 1.02
C -4.22 -1.50 1.20
H -2.57 1.41 2.16
H -2.20 -1.73 -1.54
H -3.60 -3.74 -1.85
H -5.37 -4.31 -0.24
H -5.80 -2.88 1.73
I -4.79 5.43 -0.97
C -3.87 3.87 -2.02
C -4.05 3.72 -3.38
C -3.41 2.66 -4.01
C -2.62 1.81 -3.26
N -2.44 1.96 -1.95
C -3.06 2.98 -1.34
H -4.67 4.40 -3.94
H -3.52 2.50 -5.07
H -2.09 0.99 -3.74
H -2.91 3.08 -0.27
Se 2.16 1.08 -4.51
C 0.94 0.48 -3.47
N 0.09 0.07 -2.74
```

For the energy relative to the best compared isomer or geometry (same formula, charge and spin), the calculation gives 0.0 kcal per mole. Its total charge is +1. The lowest unoccupied orbital energy comes out at -2.8 eV. The total energy comes out at -4989.90945 Ha.